{
  "formula": "C26H50OP2SiTm",
  "method": "ωB97M-V/def2-TZVPD",
  "charge": 1,
  "e_tot_ha": -3153.12068,
  "gap_ev": [7.450, 7.520],
  "lumo_energy_ev": [-2.89, -2.84],
  "relative_energy_kcal_mol": 0.0,
  "spin_multiplicity": 3,
  "species": ["Tm", "C", "C", "C", "C", "C", "C", "H", "H", "H", "C", "H", "H", "H", "C", "H", "H", "H", "C", "H", "H", "H", "C", "H", "H", "H", "C", "C", "C", "C", "C", "C", "C", "C", "H", "H", "H", "H", "H", "H", "H", "H", "H", "H", "H", "H", "P", "C", "C", "P", "C", "C", "C", "H", "H", "H", "H", "H", "H", "H", "H", "H", "H", "H", "H", "H", "H", "C", "Si", "C", "C", "O", "H", "H", "H", "H", "H", "H", "H", "H", "H"],
  "positions_angstrom": [[1.380, 0.211, -1.367], [-0.067, -0.309, 0.645], [0.111, -1.587, 0.018], [2.109, -0.993, 1.019], [1.166, 0.028, 1.300], [1.470, -1.986, 0.226], [-1.257, 0.571, 0.641], [-2.138, 0.062, 0.236], [-1.112, 1.500, 0.064], [-1.461, 0.907, 1.663], [1.397, 1.138, 2.245], [0.538, 1.273, 2.914], [1.569, 2.091, 1.727], [2.277, 0.933, 2.867], [3.463, -1.116, 1.604], [3.452, -0.955, 2.694], [4.152, -0.378, 1.169], [3.876, -2.116, 1.421], [2.074, -3.309, -0.077], [1.771, -4.067, 0.666], [3.170, -3.247, -0.051], [1.788, -3.686, -1.068], [-0.897, -2.435, -0.668], [-0.887, -3.441, -0.220], [-0.678, -2.575, -1.740], [-1.912, -2.025, -0.591], [-4.810, 1.969, -3.535], [-4.970, 2.033, -4.860], [-3.975, 1.701, -5.928], [-2.487, 1.596, -5.460], [-2.104, 0.236, -4.982], [-2.792, -0.558, -4.117], [-3.394, -0.096, -2.850], [-3.635, 1.431, -2.745], [-4.041, 2.479, -6.712], [-2.273, 2.406, -4.740], [-4.255, 0.765, -6.428], [-2.720, 2.030, -2.877], [-5.672, 2.252, -2.904], [-5.941, 2.380, -5.253], [-3.927, 1.560, -1.692], [-4.364, -0.597, -2.678], [-2.664, -1.634, -4.214], [-2.777, -0.386, -1.969], [-1.887, 1.780, -6.366], [-1.375, -0.258, -5.639], [0.190, 0.861, -3.774], [0.081, 2.160, -2.442], [0.698, 2.014, -5.150], [1.802, -1.620, -2.957], [1.889, 0.059, -3.751], [1.031, -2.662, -4.251], [3.611, -1.813, -2.805], [-0.437, 1.827, -1.523], [-0.592, 2.923, -2.861], [1.033, 2.666, -2.216], [1.035, 2.964, -4.713], [-0.133, 2.216, -5.834], [1.526, 1.556, -5.708], [4.068, -1.607, -3.776], [3.833, -2.828, -2.474], [4.027, -1.119, -2.062], [2.639, 0.763, -3.288], [2.198, -0.171, -4.790], [1.294, -3.724, -4.089], [1.372, -2.372, -5.259], [-0.079, -2.603, -4.231], [2.280, 4.103, -0.198], [3.631, 2.810, -0.513], [4.843, 3.514, -1.770], [4.567, 2.613, 1.113], [3.000, 1.388, -1.043], [2.759, 4.947, 0.320], [1.452, 3.755, 0.433], [1.865, 4.486, -1.140], [5.343, 4.425, -1.405], [5.620, 2.766, -1.985], [4.324, 3.763, -2.706], [3.913, 2.578, 1.995], [5.203, 1.718, 1.099], [5.210, 3.502, 1.205]],
  "atomic_forces_ev_per_a": [[-0.134, 0.106, 4.888], [1.171, -0.620, -0.128], [0.664, 0.695, 0.171], [-1.022, -0.001, -0.322], [-0.176, -0.793, -0.942], [-0.478, 0.834, 0.325], [-0.681, 0.387, 0.282], [0.047, 0.155, 0.155], [-0.217, -0.204, 0.302], [-0.249, -0.065, -0.144], [0.041, 0.742, 0.259], [0.132, 0.015, -0.086], [-0.006, -0.090, 0.285], [-0.208, 0.121, -0.137], [0.736, 0.113, 0.132], [0.000, -0.062, -0.346], [-0.051, -0.162, 0.187], [-0.014, 0.323, 0.154], [0.159, -0.451, -0.141], [0.071, 0.208, -0.285], [-0.290, -0.134, -0.062], [-0.042, -0.066, 0.138], [-0.330, -0.400, -0.276], [-0.187, 0.268, -0.136], [-0.117, 0.031, 0.197], [0.214, -0.162, 0.025], [-0.558, -0.120, -0.215], [-0.302, 0.097, 0.271], [0.554, 0.165, -0.048], [-0.221, 0.990, -0.457], [-1.616, -2.005, -0.242], [1.586, 0.494, -0.630], [-1.276, 0.663, 0.125], [-0.349, -0.108, 0.953], [0.082, -0.221, 0.344], [-0.093, -0.119, -0.467], [0.039, 0.116, 0.101], [-0.271, -0.403, -0.001], [0.472, -0.093, -0.482], [0.474, -0.167, 0.330], [0.263, 0.232, -0.157], [0.282, 0.143, 0.017], [0.304, 0.025, 0.186], [0.092, -0.059, -0.627], [-0.239, 0.126, 0.367], [-0.653, -0.150, -0.062], [0.102, 0.367, -1.516], [0.343, 0.423, 0.174], [-0.191, 0.111, -0.169], [0.545, -0.943, -1.244], [0.731, 0.266, -0.313], [0.037, -0.379, -0.437], [0.032, -0.701, -0.397], [0.188, 0.151, -0.332], [0.178, -0.282, 0.052], [-0.236, 0.045, 0.086], [0.019, -0.211, -0.184], [0.361, -0.002, 0.270], [-0.391, 0.295, 0.129], [0.194, -0.143, 0.132], [0.193, 0.012, -0.079], [-0.318, -0.033, -0.110], [0.000, -0.775, -0.578], [-0.258, 0.623, 0.498], [-0.043, 0.517, 0.009], [-0.037, -0.153, 0.339], [0.717, 0.209, 0.222], [0.148, -0.100, -0.196], [0.437, 0.410, 0.677], [-0.150, -0.127, -0.018], [-0.102, 0.039, -0.205], [0.003, 0.249, -0.390], [-0.179, -0.149, -0.145], [0.159, 0.056, -0.134], [0.004, 0.064, 0.171], [-0.221, -0.303, -0.081], [-0.134, 0.200, -0.034], [0.197, -0.037, 0.086], [0.201, -0.055, -0.267], [-0.064, 0.245, 0.085], [-0.074, -0.281, 0.097]]
}

=====

{
  "formula": "C26H51Cl3N2O3PSiSm",
  "method": "ωB97M-V/def2-TZVPD",
  "e_tot_ha": -4026.13074,
  "gap_ev": [6.978, 6.995],
  "lumo_energy_ev": [0.02, 0.02],
  "spin_multiplicity": 6,
  "species": ["C", "C", "H", "H", "H", "C", "C", "H", "H", "H", "H", "Sm", "Cl", "Cl", "C", "O", "N", "C", "C", "H", "H", "H", "H", "H", "H", "H", "H", "H", "C", "C", "N", "H", "C", "O", "H", "H", "H", "H", "O", "C", "C", "C", "H", "C", "H", "C", "H", "C", "C", "H", "H", "H", "Si", "Cl", "C", "C", "C", "H", "H", "H", "H", "H", "H", "H", "H", "H", "C", "C", "P", "C", "C", "C", "C", "H", "H", "H", "H", "H", "H", "H", "H", "H", "H", "H", "H", "H", "H", "H"],
  "positions_angstrom": [[-5.319, 4.011, -0.666], [-4.635, 2.733, -1.038], [-6.409, 3.874, -0.711], [-5.054, 4.829, -1.357], [-5.052, 4.323, 0.356], [-4.984, 2.062, -2.157], [-5.924, 2.599, -3.183], [-4.673, 1.035, -2.321], [-5.490, 3.448, -3.745], [-6.885, 2.945, -2.762], [-6.147, 1.798, -3.905], [1.664, -0.008, -0.126], [1.796, 0.505, 2.501], [3.209, 2.108, -0.526], [0.862, -2.771, 1.038], [1.684, -2.341, 0.125], [-0.099, -3.636, 0.808], [-0.281, -4.302, -0.477], [-1.060, -3.981, 1.867], [0.887, -2.313, 2.042], [0.384, -3.840, -1.216], [-1.326, -4.210, -0.797], [-0.043, -5.371, -0.371], [-0.981, -3.245, 2.677], [-0.849, -4.991, 2.271], [-2.085, -3.975, 1.470], [-1.491, 2.331, -3.260], [-2.800, -0.298, -4.120], [-0.861, 1.875, -4.036], [-1.807, -0.378, -4.598], [-0.813, 0.419, -3.884], [0.147, 2.283, -3.979], [0.015, -0.162, -3.021], [0.783, 0.495, -2.268], [-1.481, -1.428, -4.570], [-0.013, -1.270, -3.002], [-1.307, 2.077, -5.016], [-1.875, -0.023, -5.635], [-2.306, 3.050, -0.493], [-3.505, 2.312, -0.121], [-2.864, 0.110, -1.235], [-3.352, 0.780, -0.099], [-2.410, 0.719, -2.016], [-2.948, -1.286, -1.323], [-3.734, 2.613, 0.913], [-3.809, 0.017, 0.988], [-2.583, -1.781, -2.212], [-3.460, -2.037, -0.261], [-3.857, -1.381, 0.907], [-4.115, 0.528, 1.913], [-3.534, -3.118, -0.344], [-4.205, -1.962, 1.765], [-1.513, 4.410, -0.180], [-0.606, -0.445, 0.617], [-0.232, 4.545, -1.556], [-0.405, 4.085, 1.313], [-2.560, 5.953, 0.042], [-0.256, 3.658, -2.205], [0.763, 4.569, -1.085], [-0.350, 5.453, -2.161], [-3.170, 6.171, -0.850], [-1.861, 6.795, 0.215], [-3.226, 5.886, 0.913], [-0.855, 3.336, 1.974], [-0.175, 4.984, 1.902], [0.549, 3.664, 0.950], [4.673, 0.192, 4.076], [5.272, 0.075, 2.676], [4.220, -0.783, 1.432], [5.371, -1.203, 0.027], [6.709, -0.470, -0.004], [3.961, -2.474, 2.142], [5.165, -3.173, 2.745], [3.722, 0.735, 4.042], [5.369, 0.756, 4.710], [4.497, -0.782, 4.547], [5.387, 1.086, 2.253], [6.260, -0.402, 2.711], [5.523, -2.290, 0.014], [4.809, -0.931, -0.882], [7.346, -0.732, 0.851], [7.248, -0.754, -0.913], [6.570, 0.618, -0.024], [3.158, -2.357, 2.882], [3.562, -3.075, 1.315], [5.526, -2.678, 3.656], [4.862, -4.190, 3.021], [5.991, -3.261, 2.027]],
  "atomic_forces_ev_per_a": [[-0.075, 0.530, -0.065], [-0.054, -0.572, -0.852], [0.256, 0.148, 0.005], [-0.156, -0.174, 0.271], [-0.102, -0.046, -0.401], [-0.003, 0.371, 1.125], [-0.492, -0.022, -0.506], [0.355, 0.304, 0.039], [-0.160, -0.299, 0.256], [0.355, -0.088, -0.095], [-0.052, 0.415, 0.125], [2.535, 1.100, 1.134], [-0.665, 0.243, 0.380], [-0.079, -0.084, -0.220], [1.090, 1.610, -1.719], [-1.581, -1.527, 1.562], [-0.319, -0.606, 0.255], [0.154, 0.050, -0.013], [0.300, -0.214, 0.202], [0.117, -0.369, -0.305], [-0.189, -0.179, 0.244], [0.250, 0.083, 0.094], [-0.022, 0.282, -0.091], [-0.066, -0.213, -0.277], [-0.071, 0.448, -0.213], [0.399, 0.146, 0.031], [0.162, -0.111, -0.126], [0.391, 0.034, -0.206], [-0.290, -0.174, -0.033], [0.038, -0.094, 0.097], [0.002, -0.339, -0.049], [-0.079, -0.021, 0.046], [0.567, 1.033, 0.747], [-0.973, -1.106, -1.374], [-0.248, 0.315, -0.169], [-0.038, 0.428, -0.023], [0.197, 0.056, 0.230], [0.036, -0.240, 0.280], [-1.919, -2.418, -0.791], [0.603, -0.183, 0.732], [-0.410, -0.254, 0.592], [0.133, 0.028, -0.456], [-0.172, -0.280, 0.143], [-0.105, 0.583, 0.312], [-0.162, -0.090, -0.189], [0.004, 0.238, -0.298], [0.008, -0.132, -0.084], [-0.010, 0.618, -0.013], [0.034, 0.135, -0.100], [0.080, -0.277, -0.467], [-0.002, 0.130, 0.036], [0.072, 0.221, -0.271], [1.933, 0.719, 0.754], [-1.656, -0.104, 0.437], [-0.115, 0.297, -0.161], [-0.226, 0.023, 0.104], [0.066, 0.112, -0.158], [0.015, 0.372, 0.218], [-0.294, 0.051, -0.245], [0.077, -0.217, -0.075], [0.219, 0.025, 0.315], [-0.357, -0.322, -0.110], [0.132, 0.019, -0.163], [0.095, 0.127, 0.080], [-0.024, -0.189, -0.084], [-0.335, 0.100, 0.204], [-0.045, 0.261, 0.149], [-0.043, 0.220, -0.276], [-0.094, -0.673, -0.897], [0.181, -0.012, 0.113], [0.186, -0.074, -0.178], [-0.017, 0.326, -0.030], [0.015, -0.300, 0.243], [0.317, -0.218, 0.081], [-0.121, -0.162, -0.038], [0.024, 0.121, -0.109], [0.156, -0.241, 0.161], [-0.199, 0.121, -0.005], [0.036, 0.178, -0.099], [0.212, -0.159, 0.152], [-0.164, 0.094, -0.187], [0.063, 0.119, 0.085], [0.021, -0.209, 0.059], [0.097, -0.120, -0.045], [0.074, 0.192, 0.221], [-0.008, -0.068, -0.282], [0.240, 0.066, 0.057], [-0.102, 0.090, 0.173]]
}